Entry 1:
Formula: C10H16
Source: OMol25
Level of theory: ωB97M-V with the def2-TZVPD basis set

Properties
Molar mass   136.2 g/mol
HOMO   -9.059 eV
Lowest unoccupied orbital energy   0.98 eV
SMILES string   Cc1ccccc1.CCC

```
! wB97M-V def2-TZVPD RIJCOSX def2/J DEFGRID3
* xyz 0 1
C 2.0364 -1.2970 -1.5976
C 2.5087 0.0989 -2.0807
C 3.7435 0.5783 -1.1312
C -0.3118 0.6077 2.7496
C -2.0868 -0.5111 1.6687
C -2.7141 -0.8705 0.4433
C -1.0568 0.3828 1.5182
C -0.5732 0.8722 0.3639
C -1.2406 0.5366 -0.8163
C -2.3474 -0.3194 -0.7144
H -2.2886 -1.2151 2.4977
H 2.6167 -1.9596 -2.0800
H 1.7437 0.8005 -1.6918
H 2.1378 -1.4789 -0.5188
H 4.5261 -0.0435 -1.1552
H 4.0102 1.5722 -1.5890
H 3.2954 0.5807 -0.0500
H -3.5390 -1.6305 0.4011
H -1.1410 0.8397 3.5483
H -2.7726 -0.5885 -1.6829
H 2.7290 0.4183 -3.1294
H -0.9007 0.9017 -1.7750
H 0.1481 -0.3194 3.1869
H 0.9906 -1.4710 -1.5491
H 0.2944 1.6317 0.3869
H 0.4028 1.4909 2.7792
*
```


Entry 2:
Formula: C27H35F5IrN3O5PTe
Source: OMol25
Level of theory: ωB97M-V with the def2-TZVPD basis set

Properties
Molar mass   927.4 g/mol
HOMO (alpha / beta)   -7.019 / -7.002 eV
Lowest unoccupied orbital energy (alpha / beta)   -1.60 / -3.98 eV
⟨S²⟩   0.90

```
! wB97M-V def2-TZVPD RIJCOSX def2/J DEFGRID3
* xyz 0 2
Ir -0.1496 0.6508 -0.0273
Te -3.2154 -3.3146 0.1659
P -0.8578 -3.2071 -0.1992
F 0.5305 3.5767 -1.4777
F 1.0743 3.9963 2.5987
F 2.0394 5.8105 2.0340
F -1.8773 4.4874 1.7053
F 2.5838 3.9841 1.0742
O -0.4268 -3.9065 -1.5868
O -0.1911 -1.8897 -0.1496
O -0.4749 0.1384 -2.0189
O -0.2613 -4.2182 0.9288
O 0.3905 2.6191 0.5466
N -0.3761 0.1521 2.3286
N 1.7650 0.1270 -0.1530
N -1.9839 1.3296 0.1200
C 1.6971 -0.8237 -2.3964
C 1.9904 -1.9717 -4.5171
C -1.7424 6.0313 -1.3720
C 0.3331 -0.5372 -2.7371
C -0.5819 6.6841 -0.9251
C -1.4692 1.0242 2.7946
C 0.4794 4.9254 0.4736
C -1.5651 3.6782 -0.4095
C -2.9096 0.4372 0.7522
C 2.1651 0.0155 2.3060
C -2.3634 2.5529 -0.1942
C -0.9406 -5.1971 -1.8700
C 2.4881 -1.5284 -3.3162
C 1.5104 4.6820 1.5281
C 1.1540 -4.3177 0.9894
C -0.5047 -5.6116 -3.2628
C 0.3288 6.2051 0.0086
C -0.6315 -1.2219 2.7420
C -0.0704 3.6485 -0.1368
C 2.5878 0.5765 0.9410
C 1.5502 -4.8329 2.3607
C 0.6584 -1.7070 -4.8516
C -2.8640 0.6466 2.2784
C -2.1924 4.7774 -1.0669
C 0.8927 0.6312 2.8980
C 2.3198 -0.4134 -1.1754
C -0.1443 -1.0064 -3.9948
H 2.6279 -4.9486 2.4085
H 1.0828 -5.7964 2.5419
H 0.9920 6.9466 0.4434
H -0.4334 7.7043 -1.2506
H 3.5205 -1.7234 -3.0585
H 0.9351 1.7084 2.7412
H 0.8910 0.4380 3.9837
H -1.2435 2.0411 2.4655
H 1.5925 -3.3314 0.7965
H -3.2467 -0.2507 2.7666
H 3.3989 -0.5910 -1.1390
H -2.4148 6.6344 -1.9699
H 3.6403 0.3144 0.7624
H -3.9332 0.5824 0.3842
H 1.2329 -4.1462 3.1417
H 0.2067 -1.8614 2.4825
H 2.9799 0.2414 2.9994
H 0.2699 -2.0421 -5.8024
H -3.4386 2.7269 -0.2535
H -1.5007 -1.6194 2.2250
H -0.8404 -6.6249 -3.4667
H 0.5774 -5.5654 -3.3470
H -0.8064 -1.2834 3.8246
H -3.1994 4.5551 -1.3961
H -2.0369 -5.1659 -1.8095
H 1.5001 -5.0000 0.2032
H 2.0848 -1.0703 2.2343
H -0.9323 -4.9375 -3.9984
H -3.5167 1.4824 2.5346
H -1.4995 1.0166 3.8952
H 2.5007 1.6664 0.9723
H 2.6262 -2.5176 -5.1973
H -0.5860 -5.9109 -1.1157
H -1.1664 -0.7640 -4.2473
H -2.6093 -0.5903 0.5099
*
```


Entry 3:
Formula: C2H4N2O3
Source: OMol25
Level of theory: ωB97M-V with the def2-TZVPD basis set

Properties
Molar mass   104.1 g/mol
HOMO   -9.930 eV
Lowest unoccupied orbital energy   0.77 eV
SMILES string   C#[N+][O-].C#[N+][O-].O

```
! wB97M-V def2-TZVPD RIJCOSX def2/J DEFGRID3
* xyz 0 1
O -2.0596 1.4159 -0.2850
O -1.3428 -1.2279 0.5548
O 2.4387 -0.1383 -0.0529
N -0.3955 -1.8690 0.2888
N 1.7951 0.7877 0.2419
C 1.0841 1.6930 0.4724
C 0.5803 -2.4139 -0.0616
H -1.5302 1.0968 -1.0398
H -2.5397 0.6674 -0.1232
H 1.4861 -2.5370 -0.5392
H 0.4833 2.5254 0.5439
*
```


Entry 4:
Formula: C12H30F2KNO12P2S2
Source: OMol25
Level of theory: ωB97M-V with the def2-TZVPD basis set

Properties
Molar mass   583.5 g/mol
HOMO (alpha / beta)   -13.199 / -13.199 eV
Lowest unoccupied orbital energy (alpha / beta)   -4.26 / -9.43 eV
⟨S²⟩   0.76

```
! wB97M-V def2-TZVPD RIJCOSX def2/J DEFGRID3
* xyz 1 2
K 1.5412 -0.9697 -1.4513
S 0.2563 -0.6679 -4.9616
S -1.7951 -0.4350 -3.8114
P 0.9104 2.3451 0.6133
P -0.8306 -2.5569 0.7348
F 1.8471 -0.8363 -4.8009
F -2.4064 -1.7860 -3.0347
O -0.4267 2.8735 -0.1372
O 0.2428 0.6465 -5.5936
O 1.4752 1.0504 0.0404
O 0.2076 -2.9582 -0.4721
O 0.3431 2.1729 2.1002
O 0.0074 -1.8373 -5.7965
O -2.0996 -3.2913 0.6497
O -0.8817 -1.0301 0.6762
O 1.9553 3.6146 0.6014
O -2.5164 -0.6276 -5.0482
O 0.0643 -2.7921 2.1084
O -2.2404 0.6994 -3.0083
N -0.1528 -0.7302 -3.4578
C -0.3873 3.0800 -1.6155
C -2.8839 0.0504 1.5631
C 4.2374 4.5549 0.4161
C 3.3782 3.3424 0.3233
C 0.7108 1.1392 3.0251
C -0.4201 -2.3820 3.4024
C -2.1237 -0.4690 0.3906
C 1.9725 1.5362 3.7383
C -0.8079 -3.7513 4.0807
C 0.3821 -4.3202 -1.0169
C -1.6388 3.7825 -2.2610
C -0.6772 -4.5438 -2.2231
H 3.7824 2.5805 0.9897
H 0.7404 0.1557 2.5562
H -3.9427 0.3052 1.5167
H 5.3154 4.5675 0.5771
H -1.3315 -1.7866 3.3478
H -2.4695 3.0775 -2.2923
H 4.0860 5.0741 -0.5303
H -1.7267 -4.5651 -1.9295
H -0.6272 -5.5066 -2.7315
H 3.4321 3.1160 -0.7416
H -0.8423 -3.6429 5.1648
H 2.8138 1.5421 3.0453
H 1.3889 -4.5661 -1.3546
H -2.0192 4.6037 -1.6535
H -2.3389 0.8049 2.1304
H 0.1478 -5.0879 -0.2795
H -2.0777 0.3131 -0.3672
H 3.8305 5.2483 1.1522
H -1.4543 4.2007 -3.2505
H -0.6113 -3.7697 -2.9877
H -0.2025 1.0294 3.6100
H 2.3254 0.9743 4.6031
H -0.3753 2.1368 -2.1617
H 0.2798 -1.7380 3.9347
H -1.7763 -3.9403 3.6176
H -2.8462 -1.1141 -0.1094
H 1.8388 2.5767 4.0341
H -2.9315 -0.7169 2.3358
H -0.0957 -4.5315 3.8121
H 0.4445 3.7562 -1.8126
*
```


Entry 5:
Formula: C5H37N2O13
Source: OMol25
Level of theory: ωB97M-V with the def2-TZVPD basis set

Properties
Molar mass   333.4 g/mol
HOMO   -10.961 eV
Lowest unoccupied orbital energy   -2.39 eV

```
! wB97M-V def2-TZVPD RIJCOSX def2/J DEFGRID3
* xyz 1 1
O 0.5085 -3.5312 0.6953
O 3.1554 -0.1656 3.4724
O -3.5245 -3.2534 2.0429
O 1.0769 -4.1749 -1.7738
O 0.8480 -1.2623 -3.2716
O 0.1148 3.7435 2.8607
O 3.1632 2.1234 -2.4902
O 1.2608 2.8837 -0.7312
O -0.3206 1.7196 1.4803
O -2.3091 0.0548 1.7683
O -0.0907 2.1838 -3.4097
O -1.2435 -2.4638 3.3201
O -1.5520 3.7198 -1.5692
N 0.8377 -0.4178 2.0542
N -0.1905 -0.8550 -0.7330
C 1.1134 -0.0300 -0.3917
C 1.8623 -0.5662 0.8178
C -0.2279 -0.8150 -3.2601
C -0.8224 -0.2963 -1.8992
C -2.3613 -0.8516 -1.9677
H -4.1370 -2.5392 1.8902
H -0.5037 -3.6058 0.8374
H -2.3966 -1.8142 -1.4078
H -0.8028 0.7830 -1.9998
H 3.8037 1.6662 -1.9899
H 0.6439 -1.4455 2.3788
H 1.4151 -4.3635 -2.6625
H 0.0410 -1.8398 -0.6791
H 0.1300 2.2964 0.8518
H -0.7993 -0.4021 -4.1360
H 0.2337 4.6864 2.4691
H 2.7838 0.0101 0.9769
H -3.7556 -3.8866 1.3119
H -0.0255 -0.1095 1.7254
H 1.2585 0.3510 2.7870
H -0.2522 3.1306 -3.5572
H -2.7976 -0.9138 -2.9407
H 3.3611 1.8776 -3.3220
H -0.6610 4.0988 3.3585
H -1.7288 3.8931 -0.6430
H 0.8445 2.9542 -1.6091
H 1.9720 -1.6604 0.6111
H -1.9344 -2.9360 2.8722
H -0.9194 2.0361 2.0642
H 0.7954 2.1218 -3.8930
H -1.8733 0.6765 1.1188
H 2.1504 2.9523 -0.9989
H -2.9753 -0.1967 -1.2660
H -2.5776 0.5860 2.5101
H 2.8596 -0.6711 4.1087
H 3.9304 0.1469 3.3627
H 0.9543 -4.0527 -0.0353
H -1.3077 -2.2228 4.1568
H 0.6583 -3.3895 -1.9128
H -2.0755 3.0126 -1.8370
H 1.5684 0.0512 -1.3373
H 0.8207 0.9730 -0.1786
*
```


Entry 6:
Formula: C3H4AlLiO3
Source: OMol25
Level of theory: ωB97M-V with the def2-TZVPD basis set

Properties
Molar mass   122.0 g/mol
HOMO (alpha / beta)   -10.459 / -10.446 eV
Lowest unoccupied orbital energy (alpha / beta)   -5.13 / -7.26 eV
⟨S²⟩   0.75

```
! wB97M-V def2-TZVPD RIJCOSX def2/J DEFGRID3
* xyz 1 2
Al 3.9247 0.2948 -0.7913
O 2.6197 -0.7228 -0.6037
O -1.8919 -0.1432 1.2614
O 1.0495 0.7988 -0.2267
C 0.0812 -0.2497 -0.0912
C 2.3186 0.4919 -0.4806
C -1.2581 0.3750 0.2348
Li -3.5777 -0.7412 1.3843
H -2.4594 0.1812 -0.6099
H 0.3744 -0.9425 0.7116
H -1.1943 1.4842 0.2373
H 0.0133 -0.8264 -1.0258
*
```


Relative energy (zero: lowest compared OMol25 entry of this formula, charge and spin) / kcal per mole: 55.2, 94.3, 174.6, 0.0, 185.5, 0.0
E / eV: -10627.3491, -76281.2603, -11254.9955, -100992.7499, -35373.2392, -16108.7347